# C3H8NO3PS

C3H8NO3PS as an isolated structure at a distorted geometry (ωB97M-V/def2-TZVPD, the Open Molecules 2025 dataset).

Positions of all 17 atoms, in Å:
C  1.712  -1.765  0.175
C  2.142  -0.692  -0.782
C  -0.546  -1.803  0.632
N  0.579  -1.296  0.817
O  2.250  -2.814  0.372
O  -0.752  3.032  0.244
O  -0.311  1.117  1.379
P  -0.745  1.488  -0.090
S  -2.995  1.088  0.136
H  1.262  -0.064  -1.240
H  2.587  0.050  -0.122
H  2.893  -0.885  -1.423
H  -1.366  -1.329  1.073
H  -3.018  1.740  1.293
H  -0.754  -2.710  -0.008
H  -0.672  2.850  1.161
H  -0.276  0.188  1.607

Summary:
LUMO level in eV: 0.206

Löwdin population analysis, charges in e, atoms 1 to 6: atom 1 (C): -0.537, atom 2 (C): -0.003, atom 3 (C): 0.010, atom 4 (N): 0.023, atom 5 (O): 0.124, atom 6 (O): -0.293

***

# C4H7NS

One molecule with the formula C4H7NS at a distorted geometry (ωB97M-V/def2-TZVPD, the Open Molecules 2025 dataset).

Positions of all 13 atoms, in Å:
C  -2.722  0.463  0.549
N  -1.838  0.492  -0.363
C  -0.580  0.814  0.144
S  0.482  2.262  -0.356
C  0.737  0.441  -0.546
C  1.807  -0.318  0.205
H  -3.751  0.071  0.405
H  -2.396  0.659  1.558
H  -0.541  0.912  1.334
H  0.659  0.050  -1.616
H  2.063  -1.308  -0.175
H  1.608  -0.373  1.370
H  2.789  0.279  0.234

Summary:
LUMO level in eV: 0.549
SMILES string: C=N[C@@H]1S[C@H]1C

Löwdin population analysis, charges in e, atoms 1 to 6: atom 1 (C): -0.035, atom 2 (N): -0.018, atom 3 (C): -0.642, atom 4 (S): 0.787, atom 5 (C): -0.598, atom 6 (C): -0.142